Computed, not measured: C26H31AsFIrN3O10S2 as an isolated structure in a non-equilibrium geometry, with ωB97M-V/def2-TZVPD.

Geometry as ORCA input:
```
! wB97M-V def2-TZVPD RIJCOSX def2/J DEFGRID3
* xyz 1 1
Ir -0.207 -0.060 0.156
As 0.226 2.193 1.567
S -2.238 0.016 2.330
S -1.876 -0.781 -2.399
F 2.798 -5.083 3.467
O 0.849 -1.803 0.406
O -2.496 0.749 1.099
O 0.673 0.164 -1.658
O -1.457 -1.258 -0.973
O 1.248 0.856 1.456
O -0.953 -0.735 2.141
O -3.352 -0.724 2.845
O -0.443 2.167 0.032
O 1.854 -0.550 -3.389
O 1.085 3.708 1.742
N 5.436 -5.690 2.489
N 4.582 -2.497 -1.058
N 7.559 -6.586 3.451
C 5.902 -2.727 -1.654
C 4.162 -3.168 0.078
C -1.783 1.261 3.513
C 4.545 -4.759 1.877
C 1.601 -0.547 -2.197
C -1.967 2.168 5.725
C -4.373 -0.368 -1.616
C -1.006 3.115 5.420
C 5.902 -6.795 1.656
C -3.576 -1.392 -2.416
C 4.977 -4.092 0.743
C -0.421 3.141 4.159
C -0.802 2.210 3.201
C 5.176 -6.155 3.851
C 6.403 -6.954 4.329
C 2.458 -1.397 -1.291
C 2.881 -2.909 0.583
C 7.344 -7.136 2.072
C 5.912 -3.930 -2.587
C -2.401 0.952 -2.200
C -2.361 1.240 4.769
C 1.978 -1.983 -0.092
C 3.265 -4.457 2.365
C 3.717 -1.691 -1.711
C -3.930 0.977 -2.181
C 2.453 -3.555 1.742
H -3.123 0.501 4.975
H -4.288 1.816 -1.586
H 8.448 -6.899 3.838
H 1.493 3.911 0.889
H -4.102 -0.441 -0.561
H -2.415 2.146 6.710
H 5.194 -3.789 -3.394
H 6.900 -4.057 -3.027
H -3.889 -1.438 -3.461
H -0.701 3.838 6.164
H 6.632 -2.833 -0.853
H 5.975 -4.292 0.380
H 7.515 -8.209 2.115
H 4.294 -6.794 3.929
H 6.653 -6.729 5.362
H 5.645 -4.846 -2.058
H 0.325 3.885 3.921
H 5.251 -7.672 1.762
H -1.973 1.260 -1.245
H -5.446 -0.530 -1.711
H 6.265 -8.029 4.230
H -4.316 1.095 -3.197
H -1.940 1.534 -2.995
H -3.547 -2.395 -1.994
H 7.572 -5.565 3.375
H 5.888 -6.509 0.609
H 1.465 -3.338 2.131
H 6.167 -1.822 -2.197
H 8.087 -6.684 1.418
H 5.022 -5.290 4.492
H 4.068 -1.261 -2.641
*
```

Properties
Relative energy (zero: lowest compared OMol25 entry of this formula, charge and spin) = 117.4 kJ/mol
LUMO energy = -3.37 eV
Calculated total energy = -5162.13805 hartree

Here are the Löwdin charges for atoms 1 to 4, given in e: number 1, Ir, carries 1.4185; number 2, As, carries 0.9286; number 3, S, carries 0.4835; number 4, S, carries 1.0642